## i
The following is a quantum chemistry calculation of a cluster of 2 separate species, C4H10NO in total, from OMol25.

Each line ends with the natural charge from an NBO analysis.
Atoms and positions in Å:
C1 -0.862 -1.163 -0.383  0.4074
C2 0.090 1.118 0.807  0.3443
C3 0.449 1.900 -0.364  -0.7496
C4 1.184 0.303 1.334  -0.7525
N1 -1.837 -1.633 -1.195  -0.8191
O1 0.180 -1.893 -0.199  -0.6828
H1 -0.846 1.071 1.260  0.2191
H2 1.453 1.683 -0.661  0.2422
H3 0.248 3.046 -0.208  0.3130
H4 -0.137 1.854 -1.211  0.2947
H5 1.464 0.442 2.374  0.2971
H6 2.000 0.350 0.664  0.2318
H7 0.932 -0.708 1.353  0.3110
H8 -2.768 -1.080 -1.367  0.4370
H9 -1.948 -2.604 -1.539  0.4022
H10 0.398 -2.685 -0.666  0.5043

The LUMO energy comes out at -0.1995 Eh. Its charge is +1.

## ii
The following is a quantum chemistry calculation of the ion C4H10NO with charge +1, from OMol25.

Each line ends with the natural charge from an NBO analysis.
Atoms and positions in Å:
C1 -0.308 -0.677 0.485  -0.0863
C2 0.132 0.325 -0.429  0.4599
C3 -0.472 -0.391 1.986  -0.6561
C4 -0.369 0.616 -1.802  -0.6614
N1 0.912 -1.011 -0.241  -0.5878
O1 0.893 1.581 0.206  -0.6769
H1 -1.181 -1.180 -0.007  0.2460
H2 -1.482 -0.725 2.267  0.2644
H3 -0.378 0.758 2.141  0.2747
H4 0.371 -0.884 2.701  0.2606
H5 0.479 0.829 -2.480  0.2621
H6 -1.010 1.395 -1.683  0.2487
H7 -0.917 -0.331 -2.176  0.2469
H8 1.564 -0.898 0.485  0.4367
H9 1.270 -1.643 -1.049  0.4823
H10 0.495 2.236 -0.406  0.4863

The LUMO energy comes out at -0.1290 Eh. Its charge is +1. As for the SMILES: C[C@@H]1[NH2+][C@]1(C)O.

## iii
The following is a quantum chemistry calculation of a cluster of 2 separate species, C4H10NO in total, from OMol25.

Each line ends with the natural charge from an NBO analysis.
Atoms and positions in Å:
C1 -0.754 -1.380 -0.962  -0.7081
C2 -0.624 -0.087 -0.338  0.5449
C3 -1.464 0.503 0.669  -0.7136
C4 2.378 0.914 1.172  0.2622
N1 0.537 0.491 -0.735  -0.6546
O1 1.383 1.518 1.398  -0.5442
H1 -1.115 -2.111 -0.270  0.2735
H2 0.178 -1.681 -1.447  0.2360
H3 -2.517 0.464 0.454  0.2835
H4 -1.253 1.561 0.839  0.2735
H5 -1.316 -0.162 1.501  0.2902
H6 2.269 -0.161 0.794  0.1257
H7 3.356 1.480 1.501  0.1701
H8 0.952 -0.037 -1.499  0.4175
H9 0.779 1.460 -0.568  0.4514
H10 -1.486 -1.367 -1.760  0.2920

The LUMO energy comes out at -0.1710 Eh. Its charge is +1.

## iv
The following is a quantum chemistry calculation of a cluster of 2 separate species, C4H10NO in total, from OMol25.

Each line ends with the natural charge from an NBO analysis.
Atoms and positions in Å:
C1 0.103 0.280 0.154  -0.0968
C2 -0.782 1.270 0.180  -0.2232
C3 0.662 -2.169 -0.325  0.2157
C4 1.410 0.486 0.707  -0.7024
N1 -2.174 1.113 -0.503  -0.7043
O1 1.777 -2.207 -1.047  -0.5828
H1 0.695 -2.321 0.695  0.1772
H2 -0.626 2.293 0.611  0.2250
H3 -0.280 -2.429 -0.822  0.2037
H4 1.611 0.095 1.685  0.2465
H5 1.635 1.565 0.695  0.2237
H6 2.165 -0.045 0.230  0.1908
H7 -2.879 1.537 0.100  0.4447
H8 -2.406 0.166 -0.862  0.4447
H9 -2.227 1.484 -1.452  0.4323
H10 2.463 -1.819 -0.414  0.5051

The LUMO energy (spin up / spin down) comes out at -0.1535 / -0.1534 Eh. Its charge is +1.

Most stable: iii. Least stable: iv.

## i
The following is a quantum chemistry calculation of a cluster of 2 separate species, C4H10NO in total, from OMol25.

Each line ends with the natural charge from an NBO analysis.
Atoms and positions in Å:
C1 -1.528 0.655 -0.423  0.2173
C2 1.993 0.460 1.697  0.3686
C3 -2.806 0.518 -1.150  -0.7153
C4 2.340 -1.045 0.047  -0.3017
N1 -0.678 -0.229 -0.197  -0.7208
O1 2.852 -0.226 1.109  -0.2923
H1 -1.526 1.615 0.187  0.1690
H2 0.938 0.416 1.248  0.2450
H3 -3.679 0.688 -0.490  0.2562
H4 -3.103 -0.535 -1.474  0.2376
H5 -2.793 1.324 -1.827  0.2482
H6 3.090 -1.271 -0.635  0.2358
H7 1.471 -0.520 -0.396  0.2429
H8 1.832 -1.907 0.364  0.2286
H9 2.323 1.147 2.514  0.2272
H10 -0.726 -1.092 -0.576  0.3538

The LUMO energy comes out at -0.2216 Eh. Its charge is +1.

## ii
The following is a quantum chemistry calculation of the ion C4H10NO with charge +1, from OMol25.

Each line ends with the natural charge from an NBO analysis.
Atoms and positions in Å:
C1 1.657 -0.780 -0.745  -0.0685
C2 0.614 0.203 0.101  0.3543
C3 0.509 1.667 -0.011  -0.7042
C4 -1.818 -0.685 -0.069  -0.4143
N1 -0.537 -0.523 0.729  -0.5384
O1 1.844 -0.376 0.638  -0.4700
H1 1.515 -1.754 -1.155  0.2163
H2 2.298 -0.200 -1.322  0.2022
H3 1.544 2.122 0.073  0.2899
H4 -0.175 2.122 0.639  0.2381
H5 0.101 2.047 -1.004  0.2629
H6 -2.365 0.244 -0.304  0.2509
H7 -1.581 -1.300 -0.893  0.2355
H8 -2.474 -1.267 0.626  0.2346
H9 -0.403 -1.524 1.058  0.4664
H10 -0.730 0.004 1.641  0.4442

The LUMO energy comes out at -0.1298 Eh. Its charge is +1. As for the SMILES: C[NH2+][C@]1(C)CO1.

## iii
The following is a quantum chemistry calculation of a cluster of 2 separate species, C4H10NO in total, from OMol25.

Each line ends with the natural charge from an NBO analysis.
Atoms and positions in Å:
C1 2.757 0.546 0.127  0.3333
C2 -1.364 0.145 0.122  0.3098
C3 -1.464 1.614 0.044  -0.6768
C4 -0.294 -1.946 -0.171  -0.4364
N1 -0.317 -0.518 -0.184  -0.4284
O1 1.825 0.963 -0.525  -0.5345
H1 3.813 0.857 0.138  0.1734
H2 2.503 -0.185 0.942  0.1117
H3 -2.145 -0.477 0.597  0.2180
H4 -0.605 2.084 -0.266  0.2503
H5 -1.941 2.023 0.980  0.2707
H6 -2.082 1.676 -0.731  0.2586
H7 -0.121 -2.213 -1.184  0.2436
H8 0.209 -2.404 0.642  0.2426
H9 -1.352 -2.203 -0.147  0.2170
H10 0.577 0.035 -0.383  0.4470

The LUMO energy comes out at -0.1456 Eh. Its charge is +1.

Most stable: iii. Least stable: i.